This record from OMol25 describes an isolated molecule of C6H11N in a non-equilibrium geometry. The level of theory is ωB97M-V/def2-TZVPD.

Values from the calculation:
Multiplicity: 1
Orbital gap, eV: 8.71
Highest occupied orbital energy, eV: -8.0

The geometry in XYZ format:
```
18
Properties=species:S:1:pos:R:3:forces:R:3
H -3.32517 -1.08652 0.41128 0.397 -0.121 -0.189
N -3.13575 -0.31211 -0.22677 0.679 0.644 -0.480
C -1.94110 0.16345 -0.12187 -3.479 -0.057 2.577
C -0.86730 -0.37053 0.78963 -3.467 -0.499 -3.148
C -0.08744 -0.70499 -0.72018 3.308 0.634 3.248
C 1.02000 0.03861 0.04069 3.123 -1.991 -3.903
C 2.08871 -0.71886 0.39072 0.099 0.134 1.226
C 1.21090 1.48656 -0.33154 -0.831 0.527 1.608
H -1.80147 1.14388 -0.57929 0.477 -0.293 -0.336
H -0.67965 0.32770 1.60782 1.340 0.281 -0.752
H -1.19419 -1.29699 1.26938 0.235 -0.082 -0.433
H 0.10674 -1.77310 -0.78926 -0.150 0.053 0.340
H -0.22626 -0.29967 -1.72573 -1.258 0.436 0.600
H 2.71012 -0.49860 1.24578 0.598 0.923 -0.256
H 2.34761 -1.69616 0.01554 -0.939 -0.551 0.019
H 0.37126 2.09587 0.00279 -0.175 0.317 -0.151
H 1.30028 1.59955 -1.41237 -0.008 -0.262 0.030
H 2.10274 1.90189 0.13338 0.051 -0.093 -0.002
```
Positions in Å, forces in eV/Å.